DFT (ωB97M-V/def2-TZVPD) results for a cluster of 2 separate species, C4H4S in total at a distorted geometry.

```
9
Properties=species:S:1:pos:R:3:mulliken_charge:R:1
C -1.447 -1.008 1.044 -0.3104
C -0.652 -0.008 0.551 1.0658
C -1.864 0.262 1.320 -0.9459
C 0.451 0.545 -0.203 -0.9044
S -1.209 -0.644 4.089 -0.0317
H -1.819 -2.018 0.992 0.2615
H 0.801 0.203 -1.209 0.2954
H 1.321 0.461 0.378 0.2681
H 0.207 1.594 -0.334 0.3017
```

- E: -15040.7479 eV
- HOMO energy (alpha / beta): -9.00 / -8.98 eV
- Energy relative to the best compared isomer or geometry (same formula, charge and spin): 668.8 kJ/mol


DFT (ωB97M-V/def2-TZVPD) results for a structure of composition CH4NO3PS at a distorted geometry.

```
11
Properties=species:S:1:pos:R:3:mulliken_charge:R:1
C 0.696 -0.420 1.036 -0.6311
N -1.453 -1.485 -0.324 -0.5334
O -4.251 -0.750 0.587 -0.7602
O -2.622 1.298 0.660 -0.7172
O -3.463 0.478 -1.569 -0.7440
P -3.180 0.112 -0.109 0.9102
S 0.164 -1.359 -0.441 -0.2296
H 1.025 -1.277 1.718 0.1524
H -0.116 0.313 1.387 0.1726
H 1.558 0.118 0.714 0.2272
H -1.710 -2.203 0.354 0.1531
```

- E: -28858.8345 eV
- HOMO energy: 0.12 eV
- Total charge: -2
- Energy relative to the best compared isomer or geometry (same formula, charge and spin): 219.8 kJ/mol


DFT (ωB97M-V/def2-TZVPD) results for a cluster of 8 separate species, C29H58Br2O13 in total at a distorted geometry.

```
102
Properties=species:S:1:pos:R:3:mulliken_charge:R:1
C -0.873 -6.383 -1.736 -0.8301
C -0.017 -6.184 -3.031 0.6558
O 1.191 -6.431 -3.092 -0.5784
C -0.864 -5.884 -4.279 -0.8980
H -0.569 -7.311 -1.251 0.2751
H -1.872 -6.369 -2.171 0.2783
H -0.618 -5.617 -1.004 0.2619
H -1.880 -6.120 -3.962 0.2967
H -0.436 -6.519 -5.055 0.2939
H -0.825 -4.809 -4.457 0.2460
O -6.096 -4.149 -0.847 -0.6295
C -7.039 -3.727 -0.086 0.7650
O -8.308 -3.773 -0.316 -0.2750
C -8.899 -4.581 -1.427 -0.2528
C -10.350 -5.026 -0.990 -1.0343
C -6.731 -3.196 1.311 -0.9835
H -8.298 -5.454 -1.680 0.3092
H -8.952 -4.008 -2.353 0.2751
H -10.999 -5.128 -1.859 0.3489
H -10.813 -4.227 -0.410 0.2999
H -10.454 -6.035 -0.592 0.2937
H -7.339 -2.334 1.583 0.3263
H -5.715 -2.820 1.187 0.2780
H -6.958 -3.884 2.126 0.2781
O -2.425 -0.809 -7.933 -0.5911
C -3.402 -1.447 -8.335 0.7013
O -4.442 -1.846 -7.573 -0.2908
C -4.516 -1.403 -6.155 -0.2261
C -5.985 -1.425 -5.880 -1.0977
C -3.458 -1.965 -9.754 -0.9135
H -4.189 -0.369 -6.055 0.2823
H -3.944 -2.040 -5.480 0.3202
H -6.432 -2.410 -6.013 0.2907
H -6.344 -0.684 -6.594 0.3089
H -6.112 -1.071 -4.857 0.3622
H -2.481 -2.283 -10.119 0.3059
H -3.506 -0.981 -10.219 0.2785
H -4.276 -2.625 -10.041 0.2687
O 2.146 7.876 2.039 -0.5522
C 1.415 7.185 2.786 0.6596
O 0.019 7.047 2.767 -0.2603
C -0.645 7.751 1.722 -0.1492
C -2.141 7.463 1.971 -1.1759
C 2.066 6.485 3.995 -0.9679
H -0.421 7.532 0.678 0.2900
H -0.339 8.785 1.880 0.2838
H -2.785 8.098 1.362 0.3856
H -2.443 7.705 2.990 0.3169
H -2.414 6.425 1.782 0.2843
H 3.145 6.607 3.896 0.3229
H 1.882 5.417 4.110 0.2940
H 1.768 6.962 4.929 0.2684
O 8.331 2.534 8.870 -0.5516
C 7.095 2.581 9.029 0.7389
O 6.333 3.240 9.940 -0.2886
C 6.908 3.998 10.950 -0.1893
C 6.013 3.994 12.220 -1.1460
C 6.160 2.047 7.888 -1.0218
H 7.083 5.031 10.649 0.2804
H 7.804 3.423 11.183 0.3093
H 4.977 4.164 11.924 0.3102
H 6.300 4.798 12.897 0.3474
H 5.887 2.964 12.556 0.3182
H 6.689 1.381 7.206 0.3172
H 5.650 2.778 7.261 0.2660
H 5.343 1.489 8.344 0.3100
O 2.776 -5.019 2.484 -0.5837
C 3.860 -4.678 2.915 0.7631
O 4.790 -4.048 2.231 -0.3104
C 4.495 -3.642 0.860 -0.1185
C 5.728 -3.762 -0.014 -1.2120
C 4.073 -4.372 4.349 -0.9518
H 4.119 -2.619 0.841 0.2576
H 3.858 -4.405 0.411 0.2790
H 6.186 -4.749 0.043 0.3343
H 6.446 -3.008 0.309 0.2937
H 5.524 -3.703 -1.083 0.3812
H 3.577 -3.459 4.677 0.2297
H 5.150 -4.376 4.515 0.3164
H 3.595 -5.147 4.949 0.3221
O 2.496 2.327 -7.050 -0.5647
C 2.395 2.128 -5.844 0.6790
O 2.275 3.096 -4.897 -0.2454
C 2.227 4.482 -5.163 -0.3019
C 1.694 5.369 -4.049 -1.0479
C 2.217 0.711 -5.263 -0.9518
H 1.684 4.718 -6.078 0.3410
H 3.267 4.660 -5.437 0.2976
H 1.953 6.384 -4.350 0.3446
H 2.361 5.116 -3.225 0.2836
H 0.682 5.140 -3.716 0.2916
H 2.958 0.332 -4.558 0.2909
H 2.147 0.005 -6.090 0.3341
H 1.210 0.679 -4.847 0.2499
Br 1.728 1.058 2.253 -0.1683
C 0.680 1.134 0.571 -0.6065
C -0.761 0.630 0.636 -0.5216
Br -1.623 1.123 -1.119 -0.1527
H 1.271 0.534 -0.121 0.3553
H 0.670 2.166 0.222 0.3748
H -1.344 1.189 1.368 0.3326
H -0.957 -0.421 0.848 0.3852
```

- E: -197713.3475 eV
- HOMO energy: -9.32 eV
- SMILES string: CCOC(C)=O.CCOC(C)=O.CCOC(C)=O.CCOC(C)=O.CCOC(C)=O.CCOC(C)=O.CC(C)=O.BrCCBr
- Energy relative to the best compared isomer or geometry (same formula, charge and spin): 336.5 kJ/mol


DFT (ωB97M-V/def2-TZVPD) results for an isolated molecule of C11H10N4OS3 at a distorted geometry.

```
29
Properties=species:S:1:pos:R:3:mulliken_charge:R:1
S -4.513 -0.858 1.558 -0.3060
N 0.362 -0.285 4.743 -0.4295
N 1.284 -0.626 3.671 -0.4449
O 0.243 -1.249 0.177 -0.4141
S -3.608 -1.362 4.366 -0.0541
S -2.387 0.289 5.099 -0.1491
C -3.321 -0.881 2.699 0.3371
C -0.817 -0.161 4.337 0.5064
C 0.408 -0.754 2.603 0.1859
C -0.434 -0.274 -1.897 -0.6252
C 1.936 -0.080 -1.349 -0.2920
C -0.276 0.711 -2.906 -0.6353
C 2.149 0.749 -2.458 -0.7777
C 0.577 -0.608 -0.957 0.5783
C 1.039 1.178 -3.215 1.0898
N -2.122 -0.477 2.192 -0.3907
N -0.947 -0.622 2.995 0.2257
C 1.131 -1.199 1.360 -0.2065
C 1.072 2.083 -4.393 -1.3571
H -1.442 -0.621 -1.640 0.3269
H 2.718 -0.524 -0.739 0.4017
H -1.118 1.124 -3.517 0.3133
H 3.252 0.965 -2.627 0.2144
H -1.931 -0.741 1.181 0.2674
H 1.616 -2.156 1.485 0.3195
H 1.905 -0.417 1.133 0.2848
H 0.644 3.048 -4.084 0.2916
H 0.450 1.618 -5.155 0.3681
H 2.129 2.130 -4.662 0.3712
```

- E: -52078.5439 eV
- HOMO energy: -8.47 eV
- SMILES string: Cc1ccc(OCc2nnc3n2NC(=S)SS3)cc1


DFT (ωB97M-V/def2-TZVPD) results for an isolated molecule of C4H10N2O at a distorted geometry.

```
17
Properties=species:S:1:pos:R:3:mulliken_charge:R:1
C -1.871 0.457 -0.521 -0.0186
N -0.889 -0.296 -1.108 -0.2670
C 0.267 -1.554 0.684 -1.3950
C 0.420 -0.511 -0.438 0.0641
C 1.057 0.776 0.100 -0.6041
N 2.407 0.441 0.594 -0.5649
O -1.915 0.724 0.658 -0.5239
H -2.664 0.724 -1.241 0.3560
H -0.798 -0.098 -2.094 0.2805
H 1.252 -1.721 1.110 0.3996
H -0.388 -1.088 1.419 0.3139
H -0.127 -2.496 0.321 0.3692
H 1.008 -0.960 -1.243 0.4437
H 0.443 1.142 0.911 0.4602
H 1.205 1.463 -0.735 0.2671
H 3.089 0.370 -0.153 0.2058
H 2.751 1.177 1.202 0.2132
```

- E: -9337.9215 eV
- HOMO energy: -9.34 eV
- SMILES string: C[C@H](CN)NC=O
- Energy relative to the best compared isomer or geometry (same formula, charge and spin): 102.9 kJ/mol